[1]
{"formula": "C24H41CrF5N4OSSi2Te", "method": "ωB97M-V with the def2-TZVPD basis set", "elements": ["Cr", "O", "C", "C", "C", "C", "C", "C", "C", "C", "N", "H", "H", "H", "H", "H", "H", "H", "H", "H", "H", "H", "S", "C", "N", "F", "C", "F", "C", "F", "F", "F", "C", "Si", "C", "C", "C", "Te", "C", "Si", "C", "C", "C", "H", "H", "H", "H", "H", "H", "H", "H", "H", "H", "H", "H", "H", "H", "H", "H", "H", "H", "H", "H", "H", "H", "C", "C", "C", "C", "N", "N", "C", "H", "H", "H", "H", "H", "H", "H", "H"], "xyz": [[-1.64, -0.63, 0.00], [-1.08, -1.20, 1.89], [-1.16, -0.54, 3.19], [0.10, -0.79, 3.98], [1.35, -0.17, 3.35], [1.24, 1.33, 3.27], [1.76, 2.14, 4.27], [1.56, 3.51, 4.20], [0.84, 4.03, 3.14], [0.35, 3.14, 2.18], [0.55, 1.83, 2.23], [-0.91, -2.14, 2.01], [-2.05, -0.92, 3.69], [-1.29, 0.51, 2.97], [0.25, -1.87, 4.13], [-0.05, -0.36, 4.98], [1.48, -0.56, 2.34], [2.23, -0.44, 3.93], [2.32, 1.70, 5.08], [1.96, 4.16, 4.96], [0.65, 5.09, 3.04], [-0.23, 3.52, 1.35], [-3.90, -0.42, -3.96], [-3.04, -0.35, -2.65], [-2.38, -0.29, -1.66], [-3.57, -0.23, 0.90], [-3.47, 1.22, 0.57], [-1.92, 1.22, 0.69], [-3.88, 1.90, 1.87], [-3.34, 1.43, 3.02], [-5.20, 1.80, 2.00], [-3.54, 3.19, 1.80], [5.35, -0.77, -0.12], [3.89, -0.87, -1.26], [3.69, -2.58, -1.96], [4.04, 0.39, -2.63], [2.34, -0.50, -0.23], [0.57, -0.32, -1.42], [0.72, 1.79, -1.57], [-0.35, 2.74, -2.82], [-2.00, 3.16, -2.10], [-0.45, 1.75, -4.39], [0.61, 4.32, -3.10], [6.26, -1.08, -0.64], [5.23, -1.41, 0.75], [5.51, 0.26, 0.23], [4.51, -2.82, -2.65], [2.76, -2.69, -2.51], [3.71, -3.34, -1.16], [4.86, 0.10, -3.29], [4.28, 1.38, -2.24], [3.14, 0.46, -3.24], [2.39, 0.43, 0.34], [2.17, -1.30, 0.49], [1.77, 1.92, -1.85], [0.59, 2.17, -0.56], [-2.64, 2.30, -1.89], [-2.53, 3.81, -2.79], [-1.87, 3.70, -1.16], [-0.70, 0.70, -4.20], [0.50, 1.77, -4.92], [-1.22, 2.14, -5.07], [0.76, 4.84, -2.15], [0.07, 4.99, -3.77], [1.59, 4.13, -3.54], [-4.52, -5.03, -0.86], [-3.24, -4.35, -0.56], [-1.98, -4.85, -0.24], [-1.15, -3.74, -0.10], [-1.84, -2.62, -0.31], [-3.11, -3.02, -0.58], [0.31, -3.72, 0.22], [-4.44, -6.09, -0.64], [-4.77, -4.93, -1.92], [-5.34, -4.61, -0.28], [-1.71, -5.89, -0.14], [-3.81, -2.33, -0.81], [0.88, -4.18, -0.59], [0.52, -4.29, 1.13], [0.67, -2.71, 0.35]], "lowdin_charge": [0.602, -0.164, -0.166, -0.141, -0.127, -0.288, -0.013, -0.048, -0.047, -0.125, 0.108, 0.104, 0.138, 0.091, 0.122, 0.134, 0.079, 0.122, 0.118, 0.114, 0.110, 0.104, 0.765, -0.908, -0.137, -0.134, -0.011, -0.215, -0.644, 0.118, 0.156, 0.148, -0.173, 0.390, -0.180, -0.181, -0.537, 1.437, -0.508, 0.406, -0.163, -0.178, -0.175, 0.041, 0.035, 0.038, 0.040, 0.021, 0.034, 0.043, 0.041, 0.019, 0.016, -0.012, 0.004, -0.003, 0.002, 0.046, 0.038, -0.001, 0.039, 0.042, 0.038, 0.041, 0.036, 0.007, -0.257, 0.048, -0.301, -0.063, 0.085, -0.010, 0.090, 0.096, 0.093, 0.127, 0.162, 0.100, 0.101, 0.020], "homo_energy_ev": [-11.19, -11.25], "multiplicity": 2, "charge": 1, "de_lowest_kj_mol": 213.5, "orbital_gap_ev": [6.4, 7.1]}

[2]
{"formula": "C39H40IN5P2Pr", "method": "ωB97M-V with the def2-TZVPD basis set", "elements": ["Pr", "N", "P", "C", "C", "C", "C", "C", "C", "C", "C", "C", "C", "C", "C", "P", "C", "C", "C", "C", "C", "C", "C", "C", "C", "C", "C", "C", "H", "H", "H", "H", "H", "H", "H", "H", "H", "H", "H", "H", "H", "H", "H", "H", "H", "H", "H", "H", "H", "N", "C", "C", "C", "N", "H", "H", "H", "H", "H", "H", "H", "H", "H", "H", "N", "C", "C", "C", "C", "C", "C", "C", "H", "H", "H", "H", "H", "I", "C", "C", "C", "C", "N", "C", "H", "H", "H", "H"], "xyz": [[-0.09, -0.21, -0.07], [-0.68, 0.70, -3.14], [-2.04, 0.48, -2.08], [-1.95, -1.38, -1.93], [-0.88, -2.16, -2.38], [-0.98, -3.54, -2.34], [-2.11, -4.16, -1.83], [-3.16, -3.39, -1.34], [-3.08, -2.00, -1.37], [-3.34, 0.63, -3.34], [-4.28, 1.66, -3.27], [-5.17, 1.82, -4.32], [-5.12, 0.97, -5.42], [-4.18, -0.06, -5.47], [-3.29, -0.23, -4.43], [0.72, 1.34, -2.34], [0.32, 3.12, -2.36], [-0.65, 3.56, -1.46], [-1.20, 4.82, -1.59], [-0.77, 5.66, -2.61], [0.26, 5.26, -3.45], [0.81, 3.99, -3.33], [2.02, 1.12, -3.59], [3.30, 0.79, -3.15], [4.33, 0.66, -4.07], [4.08, 0.85, -5.42], [2.81, 1.19, -5.86], [1.78, 1.32, -4.94], [-0.93, 1.11, -4.04], [-0.03, -1.69, -2.88], [-0.18, -4.15, -2.76], [-2.20, -5.23, -1.84], [-4.06, -3.86, -0.97], [-3.91, -1.39, -1.05], [-4.32, 2.32, -2.42], [-5.91, 2.61, -4.29], [-5.80, 1.11, -6.24], [-4.15, -0.72, -6.32], [-2.57, -1.03, -4.45], [-0.97, 2.89, -0.64], [-1.97, 5.15, -0.91], [-1.23, 6.62, -2.75], [0.64, 5.93, -4.21], [1.61, 3.69, -3.99], [3.50, 0.66, -2.09], [5.33, 0.41, -3.74], [4.88, 0.75, -6.14], [2.62, 1.35, -6.91], [0.79, 1.60, -5.29], [-0.35, -2.66, 0.84], [-0.51, -2.80, 2.32], [-1.88, -2.33, 2.79], [-2.02, -0.81, 2.95], [-2.12, -0.12, 1.63], [-1.09, -3.24, 0.42], [0.52, -3.16, 0.60], [0.29, -2.22, 2.80], [-0.39, -3.85, 2.61], [-2.07, -2.78, 3.77], [-2.65, -2.71, 2.11], [-1.15, -0.43, 3.49], [-2.91, -0.61, 3.56], [-2.36, 0.86, 1.84], [-2.97, -0.51, 1.20], [2.15, -1.18, -0.18], [3.24, -1.58, -0.28], [4.53, -2.07, -0.38], [5.24, -2.37, 0.79], [6.51, -2.91, 0.70], [7.08, -3.15, -0.55], [6.38, -2.84, -1.71], [5.11, -2.31, -1.64], [4.79, -2.19, 1.76], [7.05, -3.15, 1.60], [8.07, -3.57, -0.61], [6.82, -3.04, -2.67], [4.56, -2.08, -2.54], [4.72, 3.49, 0.59], [2.95, 2.88, 1.57], [2.66, 3.25, 2.88], [1.47, 2.80, 3.43], [0.63, 1.99, 2.68], [0.91, 1.61, 1.42], [2.05, 2.08, 0.89], [3.33, 3.87, 3.45], [1.19, 3.07, 4.44], [-0.30, 1.63, 3.10], [2.27, 1.81, -0.15]], "lowdin_charge": [0.951, -0.355, 0.945, -0.463, -0.135, -0.044, -0.039, -0.039, -0.091, -0.366, -0.079, -0.046, -0.032, -0.041, -0.086, 0.905, -0.344, -0.134, -0.058, -0.039, -0.038, -0.064, -0.359, -0.105, -0.063, -0.035, -0.039, -0.091, 0.081, 0.109, 0.125, 0.127, 0.127, 0.122, 0.107, 0.121, 0.123, 0.121, 0.111, 0.070, 0.115, 0.122, 0.122, 0.104, 0.079, 0.113, 0.122, 0.123, 0.108, -0.053, -0.208, -0.161, -0.218, -0.054, 0.081, 0.100, 0.126, 0.134, 0.135, 0.122, 0.110, 0.136, 0.109, 0.097, 0.093, -0.068, -0.215, 0.001, -0.031, -0.006, -0.031, -0.004, 0.125, 0.125, 0.128, 0.124, 0.115, 0.961, -0.664, -0.065, -0.004, -0.103, -0.074, -0.236, 0.123, 0.130, 0.104, 0.048], "homo_energy_ev": [-16.10, -16.10], "multiplicity": 3, "charge": 3, "de_lowest_kj_mol": 9.9, "orbital_gap_ev": [7.7, 8.0]}

[3]
{"formula": "C5H14NO", "method": "ωB97M-V with the def2-TZVPD basis set", "elements": ["C", "C", "C", "C", "C", "N", "H", "H", "H", "H", "H", "H", "H", "H", "H", "H", "H", "H", "H", "H", "O"], "xyz": [[-0.27, 1.13, -1.12], [-1.31, 0.01, -0.73], [-0.85, -0.89, 0.38], [-1.24, -0.67, 1.73], [-0.72, -1.58, 2.81], [0.97, 0.90, -0.31], [0.05, 1.10, -2.16], [-0.62, 2.12, -0.84], [-2.24, 0.51, -0.45], [-1.52, -0.57, -1.63], [-0.39, -1.83, 0.06], [-2.07, -0.03, 2.02], [0.26, -1.98, 2.54], [-0.65, -1.11, 3.79], [-1.38, -2.45, 2.95], [0.58, 0.01, 0.33], [1.84, 0.73, -0.80], [1.19, 1.69, 0.29], [2.18, 0.67, -3.32], [3.55, 1.13, -2.93], [2.64, 1.10, -2.60]], "lowdin_charge": [-0.159, -0.223, -0.313, -0.267, -0.178, 0.061, 0.089, 0.106, 0.094, 0.090, 0.075, 0.062, 0.053, 0.050, 0.057, 0.119, 0.094, 0.131, 0.051, 0.064, -0.057], "homo_energy_ev": [-3.63, -7.14], "multiplicity": 2, "de_lowest_kj_mol": 236.4, "orbital_gap_ev": [3.7, 7.2]}

[4]
{"formula": "C7H18N3", "method": "ωB97M-V with the def2-TZVPD basis set", "elements": ["C", "C", "C", "C", "C", "C", "C", "N", "N", "N", "H", "H", "H", "H", "H", "H", "H", "H", "H", "H", "H", "H", "H", "H", "H", "H", "H", "H"], "xyz": [[0.62, -1.80, -0.30], [1.74, -1.05, 0.46], [-1.01, -0.07, -0.12], [-3.57, -0.31, 0.21], [-2.61, 1.69, -0.20], [2.35, 0.99, 1.08], [2.72, 0.42, -1.26], [-0.71, -1.35, 0.11], [-2.31, 0.32, -0.08], [1.82, 0.28, -0.07], [0.81, -1.90, -1.33], [0.54, -2.88, -0.01], [1.45, -1.00, 1.56], [2.60, -1.83, 0.29], [0.78, 0.52, -0.26], [-3.32, -1.33, 0.24], [-4.01, -0.08, 1.28], [-4.31, 0.06, -0.46], [-3.15, 1.92, -1.17], [-3.36, 1.93, 0.63], [-1.74, 2.48, -0.31], [1.69, 0.87, 1.90], [3.33, 0.62, 1.33], [2.40, 2.10, 0.75], [2.10, 1.18, -1.91], [3.57, 0.83, -0.97], [2.93, -0.57, -1.83], [-1.40, -2.04, 0.45]], "lowdin_charge": [-0.174, -0.183, -0.071, -0.058, -0.135, -0.027, 0.031, -0.017, -0.252, -0.247, 0.104, 0.144, 0.153, 0.178, 0.115, 0.060, 0.142, 0.082, 0.103, 0.105, 0.124, 0.088, 0.113, 0.148, 0.155, 0.035, 0.138, 0.147], "homo_energy_ev": -12.30, "charge": 1, "de_lowest_kj_mol": 459.6, "orbital_gap_ev": 9.9}